Record 1
{
  "formula": "C26H35BN",
  "method": "the ωB97M-V functional and the def2-TZVPD basis",
  "elements": ["C", "C", "C", "C", "C", "C", "C", "C", "C", "C", "C", "C", "C", "C", "H", "H", "H", "H", "H", "H", "H", "H", "H", "H", "H", "H", "H", "C", "C", "C", "N", "C", "C", "C", "C", "C", "C", "C", "C", "C", "B", "H", "H", "H", "H", "H", "H", "H", "H", "H", "H", "H", "H", "H", "H", "H", "H", "H", "H", "H", "H", "H", "H"],
  "coordinates": [[-3.1372, -0.0928, 7.0839], [-4.0909, -0.8363, 6.2001], [-4.5263, -2.1065, 6.5169], [-5.4206, -2.7682, 5.6792], [-5.8391, -2.2401, 4.4510], [-6.8620, -2.9857, 3.6082], [-6.3678, -3.3932, 2.2078], [-6.8974, -4.5669, 1.6209], [-6.7782, -4.7854, 0.2426], [-6.0747, -3.8761, -0.5297], [-5.3895, -2.8203, 0.0638], [-5.4691, -2.6325, 1.4363], [-5.2813, -0.9929, 4.1183], [-4.4883, -0.2704, 5.0008], [-2.9859, 0.9007, 6.7127], [-3.5497, -0.0321, 8.0825], [-2.1686, -0.5971, 7.1579], [-4.1797, -2.6046, 7.4290], [-5.8208, -3.7389, 5.9441], [-7.1810, -3.8810, 4.1461], [-7.5030, -5.2441, 2.2259], [-7.2799, -5.6299, -0.2100], [-6.0032, -4.0226, -1.6093], [-4.7657, -2.1604, -0.5392], [-4.7862, -1.9133, 1.9005], [-5.5059, -0.5330, 3.1634], [-4.1791, 0.7452, 4.7504], [-7.7948, -0.2114, 2.3503], [-9.2654, 0.1009, 2.3439], [-9.4690, 1.2757, 3.2884], [-10.1969, -1.0483, 2.7267], [-11.5001, -0.4762, 3.0819], [-12.0942, 0.2854, 2.0694], [-13.3556, 0.8283, 2.3038], [-13.9805, 0.5870, 3.5237], [-13.3806, -0.1628, 4.5051], [-12.0997, -0.7132, 4.3002], [-10.4510, -1.9425, 1.4893], [-11.5929, -2.9111, 1.7794], [-9.2441, -2.7073, 1.0033], [-9.6737, -1.8593, 3.9681], [-7.7810, -2.3909, 3.5151], [-7.2301, 0.5976, 1.8706], [-7.4493, -0.2594, 3.3856], [-7.5374, -1.1622, 1.8558], [-9.5644, 0.3745, 1.3159], [-8.6812, 2.0038, 3.1330], [-10.4273, 1.8023, 3.1557], [-9.4025, 0.9833, 4.3447], [-11.6003, 0.4695, 1.1023], [-13.8203, 1.4165, 1.5106], [-14.9548, 0.9948, 3.6826], [-13.8846, -0.3636, 5.4496], [-11.6083, -1.3227, 5.0635], [-10.7609, -1.2658, 0.6817], [-11.6918, -3.6034, 0.9460], [-11.4187, -3.5106, 2.6695], [-12.5524, -2.3885, 1.8869], [-9.5478, -3.4189, 0.2160], [-8.4519, -2.0681, 0.5918], [-8.8464, -3.3186, 1.8101], [-9.4234, -1.1843, 4.9602], [-10.2286, -2.9086, 4.1443]],
  "nbo_charge": [-0.63, -0.01, -0.21, -0.17, -0.07, -0.38, -0.05, -0.20, -0.22, -0.21, -0.23, -0.16, -0.23, -0.15, 0.22, 0.22, 0.23, 0.22, 0.21, 0.24, 0.22, 0.23, 0.23, 0.23, 0.22, 0.20, 0.21, -0.67, -0.03, -0.64, -0.57, 0.15, -0.25, -0.17, -0.19, -0.19, -0.18, -0.02, -0.64, -0.63, 0.65, 0.17, 0.25, 0.23, 0.25, 0.22, 0.24, 0.23, 0.23, 0.23, 0.24, 0.23, 0.24, 0.24, 0.22, 0.24, 0.22, 0.23, 0.25, 0.23, 0.22, -0.08, -0.10],
  "multiplicity": 1,
  "total_energy_ha": -1091.05198,
  "homo_lumo_gap_ev": 7.5,
  "total_charge": 1,
  "max_force_ev_per_a": 2.1,
  "relative_energy_kj_mol": 31.0,
  "lumo_ev": -3.84
}



Record 2
{
  "formula": "C35H60BrN2OS2Si3Ti",
  "method": "the ωB97M-V functional and the def2-TZVPD basis",
  "elements": ["Ti", "C", "C", "N", "N", "C", "S", "S", "C", "C", "C", "C", "C", "C", "C", "C", "C", "C", "C", "C", "C", "O", "H", "H", "H", "H", "H", "H", "H", "H", "H", "H", "H", "H", "H", "H", "C", "C", "C", "C", "Si", "Br", "C", "C", "C", "C", "C", "C", "C", "C", "H", "H", "H", "H", "H", "H", "H", "H", "H", "H", "H", "H", "H", "H", "H", "H", "H", "H", "H", "H", "H", "H", "H", "H", "H", "H", "H", "C", "Si", "C", "C", "C", "Si", "C", "C", "C", "H", "H", "H", "H", "H", "H", "H", "H", "H", "H", "H", "H", "H", "H", "H", "H", "H", "H", "H"],
  "coordinates": [[0.0461, -0.0805, 0.4944], [4.0934, 1.2097, -0.0035], [2.6081, 1.1539, -0.2337], [1.8176, 0.5151, 0.6167], [2.2879, -0.0513, 1.7552], [1.4380, -0.1032, 2.7342], [-0.1229, 0.6544, 2.7440], [1.9472, -1.0288, 4.1510], [3.6549, -0.3584, 4.3428], [3.5318, 0.9245, 5.0921], [3.6422, 0.9312, 6.4770], [3.3837, 2.0810, 7.1982], [2.9874, 3.2331, 6.5418], [2.8727, 3.2378, 5.1618], [3.1561, 2.0938, 4.4388], [1.9916, 1.8169, -1.3422], [2.7406, 2.5778, -2.2614], [2.1546, 3.2657, -3.3006], [0.7773, 3.2099, -3.4876], [0.0080, 2.4691, -2.6148], [0.5734, 1.7864, -1.5370], [-0.2322, 1.1076, -0.7419], [4.3469, 0.6259, 0.8798], [4.6222, 0.7984, -0.8617], [4.4281, 2.2344, 0.1497], [4.2099, -1.1128, 4.8989], [4.0588, -0.2364, 3.3396], [3.9131, 0.0229, 6.9953], [3.4827, 2.0717, 8.2743], [2.7700, 4.1251, 7.1109], [2.5541, 4.1340, 4.6492], [3.0601, 2.1001, 3.3620], [3.8102, 2.6193, -2.1341], [2.7587, 3.8520, -3.9796], [0.3018, 3.7314, -4.3070], [-1.0631, 2.3878, -2.7427], [-5.0912, 2.7524, 0.6381], [-5.2974, 1.7738, -0.5242], [-4.3217, 2.2072, -1.6230], [-6.7309, 1.9667, -1.0309], [-5.0032, -0.0911, 0.0052], [-2.5831, -0.4101, 0.0891], [-5.5229, -0.5189, 1.8458], [-7.0096, -0.2265, 2.0708], [-5.2811, -2.0038, 2.1340], [-4.7170, 0.2804, 2.8780], [-5.5156, -1.3982, -1.3737], [-4.7408, -2.7126, -1.2289], [-5.2036, -0.8831, -2.7850], [-7.0110, -1.7171, -1.2840], [-5.2169, 3.7695, 0.2681], [-4.0888, 2.6677, 1.0487], [-5.8217, 2.6065, 1.4281], [-4.4615, 3.2685, -1.8202], [-4.4813, 1.6736, -2.5522], [-3.2932, 2.0584, -1.3056], [-6.8854, 3.0164, -1.2737], [-7.4576, 1.6812, -0.2754], [-6.9231, 1.3857, -1.9266], [-7.6281, -0.7793, 1.3711], [-7.2269, 0.8308, 1.9559], [-7.2906, -0.5187, 3.0809], [-5.9480, -2.6329, 1.5525], [-5.4752, -2.2059, 3.1848], [-4.2519, -2.2779, 1.9265], [-4.9154, 1.3438, 2.8224], [-3.6487, 0.1278, 2.7598], [-4.9875, -0.0506, 3.8791], [-3.6944, -2.5578, -1.4698], [-5.1423, -3.4456, -1.9262], [-4.8072, -3.1273, -0.2316], [-4.1582, -0.5974, -2.8616], [-5.8291, -0.0416, -3.0661], [-5.3849, -1.6788, -3.5058], [-7.2399, -2.2254, -0.3530], [-7.2932, -2.3765, -2.1025], [-7.6194, -0.8207, -1.3458], [-1.3245, -2.3303, 3.0345], [-0.5004, -3.2368, 1.5485], [0.7080, -4.4560, 2.3940], [-1.9200, -4.3010, 0.8243], [0.4488, -2.1430, 0.3065], [0.6683, -2.7141, -1.4915], [2.3802, -3.5630, -1.6815], [0.6710, -1.1927, -2.6685], [-0.5499, -3.9645, -2.2751], [-2.0563, -2.9768, 3.5162], [-1.8343, -1.4089, 2.7621], [-0.5766, -2.0836, 3.7843], [0.1742, -5.1582, 3.0240], [1.4188, -3.9283, 3.0217], [1.2725, -5.0308, 1.6677], [-2.6455, -4.5410, 1.5970], [-1.5316, -5.2337, 0.4319], [-2.4412, -3.7956, 0.0225], [1.4856, -2.1421, 0.6936], [3.1868, -2.9157, -1.3485], [2.5761, -3.8332, -2.7150], [2.4177, -4.4718, -1.0880], [1.5609, -0.5822, -2.5106], [-0.2047, -0.5637, -2.4998], [0.6634, -1.4844, -3.7163], [-0.5120, -4.9145, -1.7568], [-0.2583, -4.1461, -3.3050], [-1.5799, -3.6280, -2.2827]],
  "mulliken_spin": [0.74, -0.02, 0.15, -0.08, 0.00, -0.02, -0.03, 0.00, 0.00, 0.00, 0.00, 0.00, 0.00, 0.00, 0.00, 0.05, 0.06, -0.03, 0.06, -0.04, 0.06, 0.02, 0.00, 0.01, 0.01, 0.00, 0.00, 0.00, 0.00, 0.00, 0.00, 0.00, 0.01, 0.00, 0.00, 0.00, 0.00, 0.00, 0.00, 0.00, 0.02, 0.01, 0.00, 0.00, 0.00, 0.00, 0.00, 0.00, 0.00, 0.00, 0.00, 0.00, 0.00, 0.00, 0.00, 0.00, 0.00, 0.00, 0.00, 0.00, 0.00, 0.00, 0.00, 0.00, 0.00, 0.00, 0.00, 0.00, 0.00, 0.00, 0.00, 0.00, 0.00, 0.00, 0.00, 0.00, 0.00, 0.01, 0.00, 0.00, 0.00, 0.00, -0.01, 0.00, 0.02, 0.00, 0.00, 0.00, 0.00, 0.00, 0.00, 0.00, 0.00, 0.00, 0.00, 0.02, 0.00, 0.00, 0.00, 0.00, 0.00, 0.00, 0.00, 0.00, 0.00],
  "multiplicity": 2,
  "total_energy_ha": -6642.89809,
  "homo_lumo_gap_ev": [6.6, 7.6],
  "s2": 0.7832,
  "total_charge": 0,
  "max_force_ev_per_a": 4.1,
  "relative_energy_kj_mol": 165.5,
  "lumo_ev": [-0.12, -0.42]
}



Record 3
{
  "formula": "C2H4ClN2S2",
  "method": "the ωB97M-V functional and the def2-TZVPD basis",
  "elements": ["C", "C", "N", "N", "S", "S", "Cl", "H", "H", "H", "H"],
  "coordinates": [[-0.3328, 0.0644, 0.1959], [1.1307, 0.3522, 0.4284], [-0.8164, -0.8474, -0.5833], [-1.2588, 0.9019, 0.6967], [-2.8423, 1.0431, 0.1627], [-0.7782, -2.1428, -1.3864], [1.1205, -2.7023, -2.0367], [1.3692, 1.3886, 0.0857], [1.8736, -0.1910, -0.2292], [1.3731, 0.3593, 1.5467], [-0.8388, 1.7739, 1.1197]],
  "nbo_charge": [0.48, -0.72, -0.69, -0.64, 0.41, 1.02, -0.14, 0.27, 0.28, 0.28, 0.44],
  "multiplicity": 1,
  "total_energy_ha": -1444.33116,
  "homo_lumo_gap_ev": [6.7, 7.3],
  "total_charge": 1,
  "max_force_ev_per_a": 2.4,
  "relative_energy_kj_mol": 98.6,
  "lumo_ev": [-7.47, -6.64]
}